An isolated ion of composition C8H9INO4S and charge +1 at a distorted geometry, computed with the ωB97M-V functional and the def2-TZVPD basis.

Each atom is followed by the atoms it is bonded to, with distances in Å.
Geometry (Å):
1 C 1.88 -1.14 -1.68  C2 1.392, C3 1.426, H16 1.107
2 C 0.75 -1.09 -0.88  C1 1.392, C4 1.471, H17 1.163
3 C 2.87 -0.14 -1.45  C1 1.426, C5 1.417, I15 2.203
4 C 0.43 0.05 -0.01  C2 1.471, C6 1.377, C7 1.470
5 C 2.56 1.02 -0.70  C3 1.417, C7 1.355, H18 1.081
6 C -0.68 -0.13 0.78  C4 1.377, O10 1.302, O13 1.327
7 C 1.36 1.19 -0.10  C4 1.470, C5 1.355, N9 1.382
8 C -1.96 0.64 2.55  O13 1.375, H19 1.082, H20 1.184, H21 1.153
9 N 1.01 2.42 0.43  C7 1.382, H22 0.962, H23 1.027
10 O -1.55 -1.09 0.75  C6 1.302, S14 1.990
11 O -2.49 -2.58 -1.40  S14 1.639, H24 0.996
12 O -3.09 -0.11 -1.26  S14 1.424
13 O -0.84 0.77 1.75  C6 1.327, C8 1.375
14 S -3.07 -1.32 -0.52  O10 1.990, O11 1.639, O12 1.424
15 I 4.86 -0.55 -2.32  C3 2.203
16 H 2.24 -2.04 -2.22  C1 1.107
17 H -0.02 -1.94 -0.67  C2 1.163
18 H 3.18 1.91 -0.77  C5 1.081
19 H -2.61 1.45 2.25  C8 1.082
20 H -1.65 0.69 3.69  C8 1.184
21 H -2.47 -0.36 2.27  C8 1.153
22 H 0.32 2.35 1.10  N9 0.962
23 H 1.76 3.11 0.58  N9 1.027
24 H -2.81 -3.10 -2.18  O11 0.996

Properties
net charge = +1
Kohn-Sham gap = 6.83 eV
highest occupied orbital energy = -12.18 eV
energy relative to the best compared isomer or geometry (same formula, charge and spin) = 0.0 kcal/mol

Löwdin population analysis, charges in e, atoms 1 to 5:
1. C -0.138
2. C 0.033
3. C -0.569
4. C -0.047
5. C -0.084

***

An isolated ion of composition C8H9N2O and charge +1 at a distorted geometry, computed with the ωB97M-V functional and the def2-TZVPD basis.

Each atom is followed by the atoms it is bonded to, with distances in Å.
Geometry (Å):
1 C 1.20 1.45 -0.28  C3 1.421, N10 1.445, H12 1.066
2 C 0.57 -1.62 -0.65  C5 1.609, N9 1.277, H13 1.059
3 C -0.08 1.02 0.16  C1 1.421, C6 1.495, C7 1.581
4 C 2.70 -0.40 -0.01  N9 1.316, N10 1.394
5 C -0.80 -2.06 0.07  C2 1.609, C8 1.503, H14 1.055, H15 1.113
6 C -0.67 0.20 1.27  C3 1.495, C8 1.554, H16 1.061, H17 1.102
7 C -1.48 1.31 -0.52  C3 1.581, O11 1.424, H18 1.133, H19 1.049
8 C -1.44 -0.72 0.29  C5 1.503, C6 1.554, O11 1.271
9 N 1.56 -1.06 -0.08  C2 1.277, C4 1.316
10 N 2.50 0.97 0.11  C1 1.445, C4 1.394, H20 0.971
11 O -2.00 -0.01 -0.61  C7 1.424, C8 1.271
12 H 1.19 2.25 -0.99  C1 1.066
13 H 0.52 -1.60 -1.71  C2 1.059
14 H -1.32 -2.70 -0.59  C5 1.055
15 H -0.72 -2.65 1.01  C5 1.113
16 H 0.04 -0.34 1.85  C6 1.061
17 H -1.28 0.82 1.95  C6 1.102
18 H -2.22 1.74 0.23  C7 1.133
19 H -1.56 1.90 -1.38  C7 1.049
20 H 3.28 1.50 -0.13  N10 0.971

Properties
net charge = +1
2S+1 = 3
Kohn-Sham gap (alpha / beta) = 6.82 / 5.91 eV
highest occupied orbital energy (alpha / beta) = -10.94 / -13.40 eV
energy relative to the best compared isomer or geometry (same formula, charge and spin) = 71.7 kcal/mol

Löwdin population analysis, charges in e, atoms 1 to 5:
1. C 0.010
2. C 0.028
3. C -0.119
4. C 0.134
5. C -0.021

***

An isolated ion of composition C8H9N2O2 and charge -1 at a distorted geometry, computed with the ωB97M-V functional and the def2-TZVPD basis.

Each atom is followed by the atoms it is bonded to, with distances in Å.
Geometry (Å):
1 C -2.92 0.14 -0.74  C3 1.410, N9 1.359, H13 0.996
2 C -2.99 -1.56 0.59  N9 1.331, N10 1.408, H14 0.996
3 C -1.68 0.16 -0.06  C1 1.410, C5 1.415, N10 1.394
4 C 2.83 -1.04 -0.39  C6 1.447, O11 1.374, O12 1.210
5 C -0.57 1.03 -0.22  C3 1.415, C7 1.526, H15 1.090
6 C 1.62 -0.41 -0.88  C4 1.447, C7 1.691, O11 1.566, H16 1.100
7 C 0.83 0.61 0.21  C5 1.526, C6 1.691, C8 1.540, H17 1.054
8 C 1.92 1.65 0.54  C7 1.540, H18 1.077, H19 1.121, H20 1.098
9 N -3.67 -0.93 -0.36  C1 1.359, C2 1.331
10 N -1.71 -0.98 0.74  C2 1.408, C3 1.394, H21 1.049
11 O 1.76 -1.91 -0.43  C4 1.374, C6 1.566
12 O 3.91 -0.99 0.17  C4 1.210
13 H -3.29 0.70 -1.46  C1 0.996
14 H -3.19 -2.46 0.95  C2 0.996
15 H -0.61 1.78 -1.00  C5 1.090
16 H 1.53 -0.13 -1.94  C6 1.100
17 H 0.59 0.00 1.04  C7 1.054
18 H 2.88 1.17 0.53  C8 1.077
19 H 1.81 2.15 1.54  C8 1.121
20 H 1.94 2.48 -0.18  C8 1.098
21 H -0.97 -1.44 1.32  N10 1.049

Properties
net charge = -1
Kohn-Sham gap = 5.01 eV
highest occupied orbital energy = -1.49 eV
energy relative to the best compared isomer or geometry (same formula, charge and spin) = 66.9 kcal/mol

Löwdin population analysis, charges in e, atoms 1 to 5:
1. C -0.184
2. C -0.260
3. C -0.331
4. C -0.482
5. C -0.152